Formula: C45H53F6N4
Source: the OMol25 dataset
Level of theory: ωB97M-V/def2-TZVPD

Last column: Löwdin charge in e.
CARTESIAN COORDINATES (ANGSTROEM)
C: 1.99174 -0.25840 3.61961  -0.040
C: 3.11983 -0.14991 2.59087  -0.381
C: 4.37299 -0.89665 3.05638  -0.073
C: 3.36715 1.29187 2.21136  -0.118
C: 4.52515 1.95019 2.62932  -0.019
C: 4.62798 3.33485 2.52983  -0.036
C: 3.56504 4.05705 1.98868  -0.030
C: 2.43194 3.42554 1.46241  -0.107
C: 1.35782 4.38679 0.90419  -0.395
C: 1.87025 5.21435 -0.27698  -0.062
C: 0.80937 5.30266 2.00228  -0.057
C: 2.35985 2.01553 1.51715  -0.054
N: 1.15854 1.34337 1.03076  0.062
N: -0.03449 1.89467 1.37765  0.191
N: -0.97665 1.21985 0.69216  0.050
C: -2.37126 1.58920 0.79234  -0.090
C: -3.07186 2.00345 -0.35608  -0.131
C: -2.33242 2.54084 -1.58218  -0.360
C: -2.04661 4.04783 -1.47094  -0.037
C: -3.03154 2.18167 -2.89701  -0.059
C: -4.46456 1.96729 -0.30930  -0.013
C: -5.12399 1.65174 0.87602  -0.037
C: -4.40295 1.45423 2.05239  -0.014
C: -3.00816 1.48195 2.04031  -0.118
C: -2.23697 1.30569 3.35315  -0.384
C: -2.21954 -0.16165 3.78146  -0.054
C: -2.74168 2.22310 4.47073  -0.056
C: -0.40052 0.23462 -0.09202  -0.091
C: -1.19210 -0.52156 -1.05028  -0.116
C: -2.39056 -1.18174 -0.69317  0.075
C: -3.15207 -1.82305 -1.65347  -0.089
C: -4.41602 -2.52427 -1.22955  -0.494
F: -5.45062 -2.35724 -2.11123  0.132
F: -4.20570 -3.87951 -1.09565  0.118
F: -4.86304 -2.08450 -0.01094  0.118
C: -2.76697 -1.86117 -2.99207  0.074
C: -1.58361 -1.22848 -3.34988  -0.111
C: -1.08469 -1.33163 -4.76978  -0.490
F: -0.07148 -0.44034 -5.04142  0.105
F: -0.56124 -2.58442 -5.01040  0.117
F: -2.05477 -1.12576 -5.70634  0.139
C: -0.79661 -0.58709 -2.40455  0.019
C: 0.94453 0.25261 0.14612  -0.148
C: 1.90322 -0.68999 -0.41030  -0.060
H: 1.07789 0.22129 3.25437  0.055
H: 1.76001 -1.30660 3.83949  0.088
H: 2.27671 0.24264 4.55476  0.096
H: 2.79219 -0.63816 1.67149  0.078
H: 5.19901 -0.76937 2.34792  0.085
H: 4.70891 -0.56382 4.04651  0.086
H: 4.16667 -1.97059 3.12076  0.083
H: 5.33143 1.36181 3.06264  0.108
H: 5.51799 3.84552 2.90402  0.117
H: 3.61265 5.14968 1.96365  0.116
H: 0.53345 3.77176 0.54424  0.082
H: 2.28235 4.56681 -1.05988  0.085
H: 1.05269 5.79876 -0.72062  0.081
H: 2.65433 5.91165 0.04737  0.080
H: 0.42881 4.71363 2.84548  0.083
H: 1.60219 5.96885 2.36845  0.080
H: -0.01623 5.91666 1.61897  0.085
H: -1.36027 2.02517 -1.58509  0.113
H: -1.49610 4.27162 -0.54882  0.066
H: -1.43004 4.38176 -2.31553  0.089
H: -2.97050 4.64441 -1.45281  0.094
H: -3.36311 1.13794 -2.87799  0.073
H: -3.90269 2.82210 -3.09772  0.089
H: -2.32975 2.28099 -3.73601  0.089
H: -5.03626 2.19852 -1.20744  0.120
H: -6.21137 1.59018 0.88917  0.117
H: -4.91791 1.25666 2.99663  0.123
H: -1.20892 1.62086 3.14019  0.097
H: -1.80136 -0.78570 2.98104  0.072
H: -1.60373 -0.29805 4.67940  0.085
H: -3.23666 -0.52400 3.99154  0.088
H: -2.73258 3.26851 4.14447  0.088
H: -3.76456 1.97205 4.77802  0.078
H: -2.08615 2.14138 5.34572  0.087
H: -2.72511 -1.16992 0.34192  0.139
H: -3.36392 -2.37694 -3.73157  0.151
H: 0.11745 -0.08862 -2.70352  0.136
H: 2.03899 -1.59857 0.21098  0.082
H: 2.78806 -0.24995 -0.87917  0.073
C: 3.27968 -1.40464 -3.87851  -0.021
N: 2.86774 -2.50270 -2.99881  -0.148
C: 3.16921 -3.84394 -3.54037  -0.014
C: 2.01209 -2.28258 -1.98424  -0.092
C: 1.46568 -3.46309 -1.33937  -0.223
C: 2.28717 -4.44437 -0.73280  -0.030
C: 1.72472 -5.65237 -0.35688  -0.023
C: 0.34754 -5.86212 -0.48190  -0.270
C: -0.25111 -7.14899 -0.04063  -0.048
C: -0.48339 -4.84540 -0.95504  -0.010
C: 0.07667 -3.65326 -1.37901  0.005
H: 4.16539 -1.71881 -4.44500  0.093
H: 2.47573 -1.13433 -4.59072  0.097
H: 3.55327 -0.53682 -3.26926  0.092
H: 3.69666 -3.71222 -4.49517  0.092
H: 3.83648 -4.40698 -2.87022  0.092
H: 2.25196 -4.43750 -3.71058  0.112
H: 1.39879 -1.37389 -2.11864  0.067
H: 3.34953 -4.24047 -0.59094  0.126
H: 2.35505 -6.46368 0.01024  0.124
H: -1.20058 -7.30699 -0.55576  0.083
H: 0.42684 -7.97463 -0.26582  0.086
H: -0.43973 -7.15475 1.03934  0.095
H: -1.56499 -5.00231 -1.03237  0.117
H: -0.53768 -2.85768 -1.80220  0.085

Force components x, y, z for each atom (eV/Å):
-0.042 0.163 0.174
0.269 -0.393 -0.347
0.008 -0.019 0.020
-0.443 -0.011 -0.203
-0.327 0.089 -0.123
-0.259 0.058 -0.179
0.388 -0.239 0.112
-0.208 0.529 -0.232
0.019 -0.565 -0.190
0.172 -0.041 -0.083
-0.010 -0.152 0.150
0.487 0.559 0.805
-2.298 0.016 -0.151
0.324 -1.249 -1.416
2.232 0.888 0.704
-0.598 0.425 0.400
0.259 0.027 -0.207
0.167 -0.595 0.057
-0.038 0.035 0.212
0.055 -0.049 -0.112
0.071 0.171 0.203
-0.018 -0.104 0.131
-0.090 0.200 -0.215
0.087 -0.594 0.298
0.288 0.033 -0.354
-0.047 -0.145 -0.042
-0.156 0.093 -0.122
-1.070 0.940 1.115
-0.756 -1.058 -1.132
0.708 0.613 0.153
-0.221 -0.069 -0.202
-1.211 -0.702 0.649
1.238 -0.193 0.768
-0.217 1.274 -0.263
0.458 -0.360 -1.148
0.199 0.149 0.241
0.149 -0.070 -0.195
0.554 -0.198 -1.301
-0.999 -0.793 0.371
-0.494 1.139 0.257
0.833 -0.204 1.058
-0.207 0.493 0.819
1.188 0.000 -0.386
1.214 0.394 1.499
0.051 -0.099 0.139
0.080 0.154 -0.026
-0.064 -0.143 -0.143
0.012 -0.045 0.212
-0.104 -0.011 0.111
-0.047 -0.050 -0.167
-0.038 0.175 0.049
-0.245 0.254 0.021
-0.305 -0.129 -0.154
0.019 -0.441 -0.023
0.027 0.230 -0.075
-0.007 0.144 0.110
0.176 -0.101 0.171
-0.162 -0.126 -0.167
0.090 0.139 -0.097
-0.282 -0.095 -0.018
0.236 -0.098 0.031
-0.123 0.272 -0.161
-0.083 -0.023 -0.116
-0.187 -0.092 0.129
0.190 -0.240 -0.059
-0.039 0.125 -0.036
0.254 -0.168 0.062
-0.205 0.121 0.159
0.137 0.009 0.261
0.247 0.021 0.004
0.131 0.181 -0.367
-0.256 -0.177 0.291
-0.037 -0.001 0.152
-0.156 0.012 -0.172
0.255 0.086 -0.014
-0.040 -0.127 0.060
0.218 0.038 0.002
-0.158 -0.057 -0.159
0.034 -0.002 -0.195
-0.063 0.024 -0.008
-0.119 0.078 -0.069
0.121 0.917 -0.318
0.235 0.063 0.967
-0.220 0.222 0.012
0.837 0.265 0.244
0.537 -0.433 0.437
-2.445 0.489 -3.531
-0.181 -0.634 1.223
-0.450 0.522 -0.495
-0.021 0.124 -0.042
-0.052 0.244 0.226
-0.155 -0.445 0.014
0.166 0.000 -0.075
0.289 0.256 -0.270
-0.296 0.204 0.220
0.306 -0.096 0.324
-0.139 -0.077 -0.184
-0.291 -0.011 0.372
-0.277 0.122 -0.323
0.348 0.421 0.170
0.434 -1.883 -0.497
-0.225 -0.168 -0.134
-0.168 0.270 0.056
0.067 -0.167 0.127
-0.155 -0.054 0.051
0.024 0.017 -0.159
0.424 0.035 0.079
0.191 -0.522 0.171

As for the total charge: +1. The value obtained for the gap between HOMO and LUMO is 0.2374 hartree.


Formula: C5H8N2O
Source: the OMol25 dataset
Level of theory: ωB97M-V/def2-TZVPD

Last column: Löwdin charge in e.
CARTESIAN COORDINATES (ANGSTROEM)
C: 0.01391 -1.66660 -0.69051  -0.067
C: -1.70818 0.40284 0.53343  -0.243
C: 0.14454 -0.81140 0.53487  -0.367
N: 1.13608 1.39609 -0.93882  0.077
C: -0.93890 1.45924 0.29926  -0.069
C: 0.47011 1.03470 0.21135  -0.323
N: 0.53365 -1.32488 1.62184  0.124
O: -2.65766 -0.29537 0.59211  0.166
H: 0.55186 -0.66148 2.39934  0.056
H: 0.61626 1.32619 -1.80239  0.094
H: 2.11647 1.16460 -1.01047  0.097
H: -1.27870 2.47818 0.17620  0.107
H: 1.09359 1.16187 1.09528  0.120
H: -0.87417 -2.29307 -0.60882  0.080
H: -0.10844 -1.06637 -1.59456  0.066
H: 0.88959 -2.30455 -0.81811  0.081

Force components x, y, z for each atom (eV/Å):
-0.293 0.065 -0.295
-2.721 0.923 -0.540
2.507 1.299 -0.639
0.219 0.055 -0.577
0.440 -0.224 0.073
-0.827 -2.541 1.359
-0.931 -0.191 0.211
1.638 0.355 0.229
0.367 0.196 -0.190
0.119 -0.013 0.092
-0.190 -0.080 -0.035
-0.316 -0.066 0.122
-0.042 0.278 -0.009
0.052 -0.105 0.050
0.040 0.052 0.032
-0.063 -0.004 0.116

As for the total charge: 0. For the relative energy (zero: lowest compared OMol25 entry of this formula, charge and spin), the calculation gives 321.1 kJ/mol. The value obtained for the gap between HOMO and LUMO is 0.3029 hartree.


Formula: C6H6O2
Source: the OMol25 dataset
Level of theory: ωB97M-V/def2-TZVPD

Last column: Löwdin charge in e.
CARTESIAN COORDINATES (ANGSTROEM)
C: 2.39223 0.45912 -0.45532  -0.059
C: 1.78034 -0.83007 0.06593  -0.228
C: 0.32500 -0.77831 -0.16316  0.013
C: -0.74373 -0.24609 0.04295  0.096
C: -2.15010 -0.06601 -0.06931  -0.292
O: -2.95602 0.92054 -0.79092  0.060
C: -3.25380 0.61358 0.58378  -0.204
O: -3.34820 -0.72079 0.40469  0.090
H: 2.29866 0.63093 -1.44599  0.047
H: 3.45506 0.45087 -0.23435  0.084
H: 1.87841 1.15250 0.12646  0.062
H: 1.88193 -1.11282 1.02902  0.082
H: 2.00728 -1.67421 -0.50919  0.090
H: -3.56707 1.20077 1.41539  0.157

Force components x, y, z for each atom (eV/Å):
1.415 -1.858 3.302
-2.112 0.002 -4.048
0.372 1.535 1.229
-2.123 -1.045 -0.922
-1.279 2.746 1.755
0.172 0.530 -0.272
2.624 0.079 -1.601
-0.570 -3.286 0.278
-0.757 0.304 -3.162
0.171 0.248 0.200
-0.383 2.008 0.643
0.948 -0.278 3.371
1.446 -1.391 -0.924
0.077 0.405 0.150

As for the total charge: 0. For the relative energy (zero: lowest compared OMol25 entry of this formula, charge and spin), the calculation gives 614.4 kJ/mol. The value obtained for the gap between HOMO and LUMO is 0.3411 hartree.


What did we get for calculated total energy? Answer: -69782.3415, -10339.3984, -10407.0421 eV, in the order shown.